The following is a quantum chemistry calculation of a 10-piece molecular cluster, C25H52F3N12O20 overall in a non-equilibrium geometry, from OMol25.

Values from the calculation:
charge	+1
LUMO level	-2.88	eV

Last column: Mulliken charge in e.
Geometry (Å):
C (-0.67780, -2.07781, 3.06917)  -1.02
C (-0.24430, -0.60022, 3.39428)  0.88
O (0.20611, -0.37239, 4.46055)  -0.47
O (-0.40549, 0.37719, 2.38932)  -0.11
C (0.59886, 0.12934, 1.39689)  -2.54
N (0.92638, 1.32441, 0.59393)  1.15
C (-0.27340, 2.00516, -0.05975)  -0.73
C (-1.46251, 1.06848, -0.48595)  -0.61
C (-2.73859, 1.20036, 0.45901)  -0.30
C (-3.25785, -0.28570, 0.68725)  -0.01
C (-4.56645, -0.40338, 1.56163)  0.02
N (-4.15739, -0.53912, 2.99016)  -0.62
C (1.75979, 0.80964, -0.57146)  -0.22
C (3.12414, 0.18588, -0.15258)  -1.51
C (3.18218, -1.36868, -0.14319)  0.98
F (4.14590, -1.83827, -0.98116)  -0.29
F (2.01951, -1.99765, -0.42827)  -0.26
F (3.53273, -1.78007, 1.12864)  -0.25
C (1.67169, 2.38470, 1.38483)  0.61
C (2.04546, 3.57317, 0.61916)  -0.68
C (2.74377, 4.56097, 1.41003)  -0.72
C (2.95462, 4.21797, 2.78200)  -0.41
N (2.64784, 3.11695, 3.45807)  -0.57
C (1.99428, 2.17709, 2.75568)  -0.34
H (-0.85181, -2.20783, 1.98011)  0.22
H (0.15609, -2.73811, 3.39985)  0.31
H (-1.60080, -2.24957, 3.67086)  0.43
H (1.49154, -0.26274, 1.95209)  1.22
H (0.24038, -0.73450, 0.78796)  0.61
H (-0.61994, 2.78112, 0.65855)  0.32
H (0.03813, 2.54687, -0.98375)  0.47
H (-1.83117, 1.44538, -1.47239)  0.56
H (-1.19032, 0.01098, -0.68152)  0.41
H (-2.46110, 1.64310, 1.44783)  0.26
H (-3.54966, 1.82174, -0.02326)  0.35
H (-2.43344, -0.85569, 1.18695)  -0.42
H (-3.37159, -0.70945, -0.34561)  0.25
H (-5.04378, -1.37811, 1.28515)  0.29
H (-5.29385, 0.41544, 1.42388)  -0.34
H (-3.33600, -1.13275, 3.08818)  0.21
H (-3.85982, 0.38149, 3.31816)  0.30
H (1.97174, 1.61958, -1.30626)  0.61
H (1.08113, 0.10746, -1.11941)  0.43
H (3.87562, 0.51581, -0.91314)  0.31
H (3.52838, 0.53385, 0.82366)  0.60
H (1.81060, 3.70250, -0.44859)  0.49
H (3.05022, 5.51834, 0.95646)  0.44
H (3.46061, 5.00491, 3.38535)  0.38
H (1.73228, 1.25790, 3.31910)  0.46
C (-1.45518, -1.21526, -4.85478)  -0.90
N (-1.56143, -0.70386, -3.46016)  0.94
O (-0.54172, -0.68594, -2.78267)  -0.53
O (-2.65559, -0.33647, -3.09210)  -0.50
H (-0.42556, -1.50364, -5.04179)  0.31
H (-2.11968, -2.07101, -4.94911)  0.32
H (-1.75711, -0.40933, -5.51929)  0.32
C (3.51734, -0.66567, -4.17494)  -0.59
N (2.92643, 0.51907, -4.85661)  0.95
O (3.65712, 1.45560, -5.09194)  -0.52
O (1.74360, 0.46368, -5.12539)  -0.53
H (4.57159, -0.47581, -3.99611)  0.32
H (2.98374, -0.80411, -3.23735)  0.00
H (3.38541, -1.52211, -4.83165)  0.34
C (-7.76924, 2.96720, -0.87731)  -0.83
N (-6.87824, 1.94368, -0.26929)  0.82
O (-5.73281, 2.27221, -0.01900)  -0.50
O (-7.36009, 0.84781, -0.06420)  -0.51
H (-7.20759, 3.88831, -0.99965)  0.31
H (-8.09895, 2.58349, -1.84005)  0.32
H (-8.60892, 3.11250, -0.20069)  0.28
C (-2.64872, 4.20777, -3.43359)  -0.73
N (-2.77085, 4.70060, -2.03434)  0.93
O (-1.75688, 4.72590, -1.35377)  -0.53
O (-3.87241, 5.04256, -1.67000)  -0.50
H (-1.61308, 3.93893, -3.62001)  0.27
H (-3.29806, 3.34054, -3.53284)  0.28
H (-2.96354, 5.01272, -4.09315)  0.30
C (3.40270, -4.86491, 2.13900)  -0.76
N (2.38471, -5.80691, 2.67607)  0.93
O (2.03520, -5.65804, 3.82801)  -0.53
O (1.97395, -6.66185, 1.91315)  -0.53
H (3.67513, -4.16215, 2.92076)  0.29
H (4.26472, -5.45186, 1.83034)  0.38
H (2.95423, -4.34862, 1.29385)  0.18
C (5.57328, 3.93250, -2.92743)  -0.79
N (4.32750, 4.11665, -2.13392)  0.94
O (3.27293, 3.83024, -2.66947)  -0.53
O (4.44993, 4.54439, -1.00411)  -0.51
H (5.30757, 3.54870, -3.90825)  0.30
H (6.05580, 4.90353, -3.00899)  0.30
H (6.20147, 3.22484, -2.39142)  0.30
C (-7.01813, 1.48504, 3.61925)  -0.75
N (-7.63086, 2.64636, 2.92719)  0.96
O (-6.90093, 3.58745, 2.67823)  -0.52
O (-8.81324, 2.57132, 2.65691)  -0.55
H (-5.96768, 1.69665, 3.78950)  0.25
H (-7.54210, 1.34650, 4.56192)  0.34
H (-7.13702, 0.61948, 2.97131)  0.31
C (6.68383, -1.90543, 0.50335)  -0.76
N (7.85050, -2.69844, 0.97541)  0.93
O (7.89017, -2.98515, 2.15581)  -0.53
O (8.67809, -3.00108, 0.14107)  -0.54
H (6.03126, -1.70862, 1.34820)  0.30
H (7.06689, -0.97676, 0.08563)  0.30
H (6.17287, -2.49492, -0.25024)  0.29
C (0.34189, -8.71515, 0.68686)  -0.70
N (-0.33616, -9.32622, -0.48827)  0.88
O (-0.31130, -10.53606, -0.58548)  -0.51
O (-0.86953, -8.56179, -1.27181)  -0.54
H (0.76960, -9.50653, 1.29444)  0.32
H (1.11733, -8.05704, 0.31007)  0.29
H (-0.40714, -8.16119, 1.24645)  0.28